{"formula": "C17H51N17O34", "method": "ωB97M-V with the def2-TZVPD basis set", "elements": ["C", "N", "O", "O", "H", "H", "H", "C", "N", "O", "O", "H", "H", "H", "C", "N", "O", "O", "H", "H", "H", "C", "N", "O", "O", "H", "H", "H", "C", "N", "O", "O", "H", "H", "H", "C", "N", "O", "O", "H", "H", "H", "C", "N", "O", "O", "H", "H", "H", "C", "N", "O", "O", "H", "H", "H", "C", "N", "O", "O", "H", "H", "H", "C", "N", "O", "O", "H", "H", "H", "C", "N", "O", "O", "H", "H", "H", "C", "N", "O", "O", "H", "H", "H", "C", "N", "O", "O", "H", "H", "H", "C", "N", "O", "O", "H", "H", "H", "C", "N", "O", "O", "H", "H", "H", "C", "N", "O", "O", "H", "H", "H", "C", "N", "O", "O", "H", "H", "H"], "coordinates": [[10.057, 22.566, 15.956], [10.844, 23.659, 15.313], [10.326, 24.755, 15.208], [11.944, 23.343, 14.810], [9.715, 23.090, 16.849], [10.632, 21.733, 16.363], [9.222, 22.288, 15.313], [4.594, 16.958, 19.194], [5.086, 15.971, 18.253], [4.999, 16.353, 17.085], [5.577, 14.935, 18.530], [4.992, 16.623, 20.152], [3.505, 16.992, 19.183], [5.130, 17.864, 18.909], [6.238, 13.978, 23.832], [7.671, 13.810, 23.475], [8.205, 12.727, 23.686], [8.149, 14.801, 22.918], [5.977, 15.024, 23.670], [6.203, 13.867, 24.916], [5.574, 13.268, 23.338], [13.008, 19.806, 20.911], [14.384, 19.946, 20.357], [14.878, 21.061, 20.112], [15.004, 18.854, 20.316], [12.566, 20.803, 20.941], [12.964, 19.421, 21.930], [12.397, 19.260, 20.192], [8.800, 22.443, 19.355], [7.373, 22.093, 18.839], [7.077, 22.159, 17.645], [6.583, 21.661, 19.692], [9.581, 21.895, 18.828], [8.800, 22.156, 20.407], [9.127, 23.481, 19.296], [4.284, 20.562, 21.986], [4.095, 19.094, 21.887], [5.085, 18.416, 22.095], [2.949, 18.627, 21.681], [4.495, 20.937, 20.985], [5.036, 20.734, 22.757], [3.343, 21.027, 22.282], [11.165, 22.871, 24.156], [10.574, 21.609, 23.571], [11.405, 20.755, 23.248], [9.351, 21.471, 23.564], [10.989, 22.800, 25.229], [10.628, 23.752, 23.806], [12.210, 22.956, 23.858], [8.949, 15.641, 19.774], [9.436, 15.242, 18.418], [10.591, 14.824, 18.398], [8.683, 15.303, 17.407], [9.111, 14.715, 20.326], [7.875, 15.825, 19.755], [9.494, 16.463, 20.239], [8.706, 15.538, 27.717], [9.171, 16.624, 28.582], [9.494, 16.403, 29.778], [9.241, 17.749, 28.122], [7.677, 15.227, 27.897], [9.313, 14.678, 28.000], [8.776, 15.969, 26.718], [13.581, 24.507, 20.246], [12.984, 23.918, 19.008], [13.315, 24.371, 17.976], [12.048, 23.185, 19.217], [14.524, 24.020, 20.496], [12.811, 24.368, 21.005], [13.762, 25.570, 20.087], [11.266, 12.463, 23.975], [11.239, 12.676, 25.443], [12.106, 12.185, 26.116], [10.313, 13.364, 25.843], [10.449, 11.789, 23.716], [12.201, 12.112, 23.539], [11.063, 13.463, 23.592], [12.318, 18.225, 24.737], [11.317, 17.142, 25.160], [10.115, 17.330, 25.020], [11.789, 16.072, 25.559], [13.262, 17.716, 24.539], [12.452, 18.980, 25.511], [11.758, 18.616, 23.887], [4.168, 21.535, 16.174], [4.335, 20.241, 16.833], [4.684, 19.325, 16.078], [4.021, 20.138, 18.005], [5.201, 21.847, 16.019], [3.708, 22.214, 16.892], [3.436, 21.356, 15.387], [7.130, 19.911, 26.579], [5.731, 19.680, 26.167], [4.836, 19.754, 27.028], [5.537, 19.566, 24.986], [7.118, 20.214, 27.626], [7.627, 20.737, 26.069], [7.764, 19.032, 26.465], [8.573, 18.462, 22.318], [8.394, 18.964, 20.922], [9.409, 19.163, 20.318], [7.298, 19.004, 20.419], [9.654, 18.497, 22.454], [8.299, 17.422, 22.495], [7.973, 19.078, 22.987], [13.511, 16.153, 19.639], [12.957, 15.935, 21.051], [13.334, 16.704, 21.947], [12.115, 15.087, 21.245], [13.301, 15.327, 18.959], [14.582, 16.277, 19.794], [13.066, 17.094, 19.317], [7.997, 18.651, 16.521], [9.247, 18.905, 17.227], [10.149, 18.074, 17.250], [9.298, 20.010, 17.705], [7.631, 17.662, 16.795], [8.374, 18.745, 15.503], [7.280, 19.459, 16.669]], "lowdin_charge": [0.03, -0.42, 0.06, 0.04, 0.07, 0.09, 0.11, 0.02, -0.47, 0.03, 0.08, 0.08, 0.12, 0.08, 0.05, -0.40, 0.07, 0.04, 0.09, 0.10, 0.11, 0.03, -0.37, 0.05, 0.04, 0.07, 0.07, 0.10, 0.05, -0.35, 0.03, 0.03, 0.05, 0.08, 0.09, 0.05, -0.40, 0.03, 0.04, 0.08, 0.08, 0.10, 0.06, -0.38, 0.02, 0.07, 0.10, 0.10, 0.10, 0.04, -0.39, 0.04, 0.04, 0.09, 0.08, 0.08, 0.04, -0.41, 0.04, 0.03, 0.10, 0.10, 0.08, 0.05, -0.46, 0.12, 0.03, 0.10, 0.08, 0.10, 0.03, -0.44, 0.08, 0.03, 0.09, 0.10, 0.09, 0.06, -0.39, 0.03, 0.06, 0.09, 0.10, 0.05, 0.03, -0.43, 0.05, 0.06, 0.09, 0.10, 0.11, 0.04, -0.42, 0.06, 0.06, 0.10, 0.09, 0.08, 0.05, -0.42, 0.04, 0.06, 0.08, 0.09, 0.09, 0.07, -0.40, 0.02, 0.06, 0.09, 0.09, 0.08, 0.06, -0.42, 0.07, 0.01, 0.09, 0.12, 0.08], "largest_force_ev_per_a": 4.1, "homo_lumo_gap_ev": 9.05, "charge": 0, "homo_ev": -10.36, "mol_weight_g_mol": 1037.68}



{"formula": "C17H58CaN21O13", "method": "ωB97M-V with the def2-TZVPD basis set", "elements": ["Ca", "C", "O", "H", "H", "H", "C", "O", "N", "N", "H", "H", "H", "H", "C", "O", "N", "N", "H", "H", "H", "H", "C", "O", "N", "N", "H", "H", "H", "H", "C", "O", "N", "N", "H", "H", "H", "H", "C", "O", "N", "N", "H", "H", "H", "H", "C", "O", "N", "N", "H", "H", "H", "H", "C", "O", "N", "N", "H", "H", "H", "H", "C", "O", "N", "N", "H", "H", "H", "H", "C", "O", "N", "N", "H", "H", "H", "H", "C", "O", "N", "N", "H", "H", "H", "H", "C", "O", "C", "C", "N", "C", "C", "O", "C", "H", "H", "H", "H", "H", "H", "H", "H", "H", "H", "H", "H", "H", "H", "H"], "coordinates": [[1.679, -0.236, 3.934], [-0.840, -0.517, 1.963], [-0.348, -0.999, 3.207], [-0.246, -0.879, 1.101], [-1.921, -0.573, 1.900], [-0.631, 0.561, 1.832], [1.786, 5.845, -0.300], [2.852, 5.483, 0.182], [1.309, 5.194, -1.439], [1.005, 6.988, 0.092], [1.694, 4.273, -1.669], [0.365, 5.375, -1.716], [0.554, 7.394, -0.722], [1.475, 7.588, 0.718], [0.003, 2.604, 3.207], [0.983, 1.996, 3.646], [0.207, 3.513, 2.157], [-1.256, 2.446, 3.587], [-0.474, 4.305, 2.077], [1.184, 3.602, 1.857], [-1.243, 1.983, 4.464], [-2.075, 2.755, 3.071], [-0.590, -1.225, 6.366], [0.609, -1.174, 5.996], [-0.850, -1.608, 7.660], [-1.667, -0.807, 5.556], [-0.063, -2.093, 8.159], [-1.802, -1.910, 7.846], [-1.458, -1.129, 4.588], [-2.556, -1.207, 5.943], [4.702, 0.324, 5.603], [3.570, 0.331, 5.117], [5.741, -0.014, 4.764], [4.978, 0.394, 6.910], [5.451, -0.026, 3.802], [6.717, -0.168, 4.975], [4.214, 0.454, 7.559], [5.928, 0.156, 7.232], [0.799, -3.283, -1.165], [0.822, -2.247, -1.863], [1.243, -4.520, -1.565], [0.451, -3.310, 0.245], [1.275, -5.322, -0.920], [1.547, -4.513, -2.553], [-0.293, -2.655, 0.470], [0.378, -4.254, 0.659], [3.028, -3.406, 3.248], [3.235, -4.205, 4.163], [1.769, -2.915, 2.978], [4.149, -2.963, 2.529], [1.005, -3.402, 3.379], [1.646, -2.501, 2.052], [5.059, -3.286, 2.854], [4.150, -2.474, 1.665], [1.257, -6.421, 1.752], [0.834, -6.612, 0.586], [2.501, -6.637, 2.259], [0.310, -5.858, 2.706], [3.105, -7.240, 1.738], [2.820, -6.152, 3.183], [0.418, -5.728, 3.679], [-0.485, -5.491, 2.154], [3.352, 1.854, 1.890], [2.878, 0.706, 2.211], [3.640, 2.114, 0.621], [3.746, 2.748, 2.830], [4.013, 3.007, 0.331], [3.286, 1.428, -0.080], [3.164, 2.685, 3.620], [3.809, 3.662, 2.428], [1.137, 2.033, -2.598], [2.187, 2.536, -2.204], [0.659, 0.783, -2.208], [0.304, 2.739, -3.435], [-0.041, 0.402, -2.775], [1.412, 0.150, -1.923], [-0.284, 2.180, -4.005], [0.900, 3.307, -4.008], [-3.751, 3.799, 0.953], [-3.588, 3.821, 2.163], [-4.378, 4.853, 0.235], [-3.511, 2.797, 0.101], [-4.212, 5.094, -0.731], [-4.445, 5.741, 0.671], [-3.023, 1.976, 0.465], [-3.491, 2.971, -0.906], [-2.353, -0.121, -2.375], [-1.746, -0.430, -3.609], [-2.645, -0.905, -4.570], [-2.524, -0.040, -5.832], [-3.638, -0.333, -6.808], [-3.388, 0.131, -8.110], [-4.419, -0.410, -9.115], [-4.272, -1.805, -9.139], [-5.260, -2.434, -9.890], [-2.912, -1.040, -1.980], [-3.063, 0.693, -2.488], [-1.589, 0.061, -1.666], [-3.693, -0.856, -4.310], [-2.495, -1.973, -4.757], [-1.554, -0.204, -6.378], [-2.511, 1.034, -5.542], [-3.830, -1.352, -6.818], [-2.369, -0.198, -8.466], [-3.515, 1.200, -8.098], [-4.236, -0.009, -10.122], [-5.389, -0.161, -8.733], [-4.996, -3.473, -9.893], [-5.106, -2.103, -10.905], [-6.273, -2.265, -9.500]], "lowdin_charge": [1.46, -0.27, -0.54, 0.05, 0.07, 0.04, -0.61, 0.00, 0.15, 0.13, 0.05, 0.08, 0.09, 0.07, -0.64, -0.11, 0.17, 0.22, 0.12, 0.08, 0.11, 0.08, -0.60, -0.10, 0.14, 0.13, 0.14, 0.10, 0.05, 0.11, -0.63, -0.12, 0.17, 0.19, 0.10, 0.11, 0.12, 0.13, -0.58, -0.01, 0.15, 0.12, 0.07, 0.13, 0.06, 0.06, -0.63, -0.01, 0.13, 0.16, 0.08, 0.08, 0.11, 0.08, -0.59, -0.03, 0.16, 0.12, 0.10, 0.13, 0.07, 0.10, -0.63, -0.18, 0.20, 0.20, 0.11, 0.13, 0.07, 0.10, -0.61, 0.00, 0.18, 0.16, 0.02, 0.10, 0.08, 0.11, -0.65, 0.03, 0.13, 0.16, 0.09, 0.08, 0.11, 0.11, -0.11, -0.22, -0.23, -0.17, -0.08, -0.26, -0.22, -0.20, -0.11, 0.12, 0.08, 0.05, 0.12, 0.13, 0.12, 0.12, 0.12, 0.13, 0.11, 0.13, 0.11, 0.08, 0.08, 0.10], "largest_force_ev_per_a": 4.1, "homo_lumo_gap_ev": 8.61, "charge": 1, "homo_ev": -10.24, "mol_weight_g_mol": 804.86}